1.
DFT (ωB97M-V with the def2-TZVPD basis set) results for a 19-piece molecular cluster, C34H111N5O26 overall.

The geometry in ORCA input format:
```
! RIJCOSX wB97M-V def2-TZVPD def2/J DEFGRID3
* xyz -1 2
O 1.05 -1.79 -3.23
H 1.32 -2.71 -3.15
H 0.39 -1.68 -2.55
O 3.71 -2.15 1.69
H 3.91 -1.23 1.85
H 4.22 -2.38 0.91
O -2.54 -3.20 -2.96
H -2.33 -3.09 -3.89
H -2.54 -2.30 -2.62
O 0.55 -0.89 4.01
H -0.35 -1.19 4.13
H 0.46 0.05 3.87
O -4.34 -0.64 1.27
H -4.50 -1.59 1.26
H -4.10 -0.44 0.36
O -3.76 -0.96 -1.59
H -4.45 -1.59 -1.80
H -3.98 -0.18 -2.09
O -1.08 3.21 0.25
H -0.90 4.12 0.03
H -0.50 3.02 0.99
C -1.95 6.22 -1.46
C -1.29 5.33 -2.49
O -1.56 3.94 -2.32
O -1.36 5.96 -0.20
H -3.04 6.25 -1.59
H -1.69 7.23 -1.79
H -0.24 5.59 -2.56
H -1.75 5.70 -3.40
H -1.40 3.71 -1.40
H -1.58 6.69 0.38
C 2.37 -4.71 5.67
C 2.46 -3.92 4.36
O 3.56 -3.07 4.23
O 3.27 -5.82 5.65
H 1.40 -5.17 5.85
H 2.52 -4.02 6.50
H 1.60 -3.25 4.25
H 2.26 -4.69 3.61
H 3.68 -2.88 3.30
H 3.97 -5.67 6.28
C -0.76 2.32 -6.82
C -0.60 2.91 -5.39
O -1.84 3.39 -4.96
O -1.61 1.17 -6.87
H 0.25 2.04 -7.13
H -1.09 3.03 -7.58
H 0.15 3.70 -5.34
H -0.12 2.13 -4.79
H -1.76 3.58 -4.02
H -1.02 0.56 -6.41
C 5.55 -0.69 -1.76
C 4.32 -1.66 -1.58
O 4.58 -2.91 -0.91
O 6.54 -1.13 -2.72
H 6.00 -0.52 -0.78
H 5.28 0.31 -2.09
H 3.92 -1.81 -2.58
H 3.52 -1.14 -1.06
H 3.80 -3.46 -1.00
H 7.09 -0.38 -2.96
C 2.78 -5.70 0.89
C 3.04 -5.83 -0.61
O 2.70 -4.69 -1.33
O 1.44 -5.40 1.32
H 3.50 -4.96 1.26
H 3.13 -6.61 1.37
H 2.33 -6.55 -1.01
H 4.02 -6.22 -0.90
H 1.83 -4.81 -1.73
H 1.24 -4.46 1.34
C -1.58 -6.36 -1.56
C -0.34 -6.18 -2.55
O 0.05 -4.77 -2.58
O -2.82 -5.91 -2.09
H -1.40 -5.73 -0.70
H -1.81 -7.37 -1.23
H -0.55 -6.48 -3.58
H 0.52 -6.78 -2.25
H -0.77 -4.28 -2.56
H -2.81 -5.03 -2.46
C -1.39 1.98 4.08
C -2.15 1.09 3.06
O -3.43 1.45 3.07
O 0.05 1.84 4.17
H -1.73 1.70 5.08
H -1.70 3.02 4.04
H -2.13 0.03 3.29
H -1.81 1.26 2.04
H -3.84 0.82 2.48
H 0.44 2.44 3.53
C -5.79 1.89 -1.00
C -5.74 2.02 -2.55
C -5.49 3.47 -3.08
O -5.29 3.56 -4.50
C -5.21 4.88 -5.09
N -4.56 1.26 -2.91
H -5.91 0.88 -0.61
H -6.62 2.51 -0.66
H -4.84 2.29 -0.63
H -6.72 1.76 -2.97
H -4.61 3.92 -2.63
H -6.31 4.16 -2.85
H -6.06 5.50 -4.81
H -5.04 4.80 -6.17
H -4.30 5.38 -4.78
H -3.75 1.62 -2.42
H -4.41 1.61 -3.84
C -3.49 -5.03 3.93
C -4.38 -4.06 3.17
C -4.39 -4.54 1.75
O -5.00 -3.53 0.96
C -5.07 -3.77 -0.41
N -5.72 -3.95 3.86
H -2.48 -5.06 3.52
H -3.88 -6.05 3.92
H -3.47 -4.73 4.98
H -3.99 -3.04 3.19
H -4.99 -5.43 1.64
H -3.41 -4.87 1.39
H -5.55 -2.90 -0.88
H -5.78 -4.56 -0.68
H -4.07 -3.88 -0.82
H -5.56 -3.43 4.71
H -6.22 -3.36 3.21
C -1.28 -2.81 0.79
C 0.15 -2.39 0.44
C 0.26 -0.89 0.07
O -0.42 -0.83 -1.20
C -0.82 0.48 -1.60
N 0.95 -2.75 1.59
H -1.27 -3.82 1.18
H -1.83 -2.80 -0.16
H -1.72 -2.13 1.52
H 0.51 -2.90 -0.45
H 1.32 -0.67 -0.05
H -0.09 -0.21 0.84
H -0.01 1.21 -1.59
H -1.65 0.90 -1.03
H -1.16 0.50 -2.63
H 0.69 -2.10 2.32
H 1.89 -2.44 1.40
C 2.86 6.65 2.98
C 3.90 6.30 1.91
C 3.26 5.76 0.54
O 2.44 4.61 0.49
C 2.11 4.21 -0.84
N 4.75 7.40 1.63
H 2.38 5.80 3.46
H 2.06 7.22 2.50
H 3.39 7.22 3.74
H 4.56 5.50 2.23
H 4.12 5.51 -0.08
H 2.70 6.54 0.02
H 1.68 3.21 -0.98
H 2.87 4.20 -1.62
H 1.43 4.99 -1.19
H 4.32 7.97 0.93
H 4.97 8.02 2.40
C 6.02 2.61 0.10
C 5.66 2.70 1.55
C 5.45 1.29 2.20
O 4.29 0.59 1.69
C 3.07 1.10 2.16
N 6.82 3.33 2.19
H 6.27 3.59 -0.30
H 5.11 2.28 -0.41
H 6.80 1.87 -0.09
H 4.81 3.38 1.60
H 5.39 1.38 3.28
H 6.31 0.71 1.85
H 2.86 2.10 1.77
H 2.95 1.09 3.24
H 2.23 0.49 1.80
H 6.74 3.29 3.19
H 7.57 2.67 2.01
*
```

Summary:
E ... -97736.810 eV
Kohn-Sham gap (spin up / spin down) ... 1.956 / 9.192 eV
HOMO level (spin up / spin down) ... -0.15 / -7.39 eV
LUMO (spin up / spin down) ... 1.81 / 1.80 eV

Here are the Löwdin charges for atoms 1 to 8, given in e: -0.048 0.009 -0.020 -0.040 0.029 0.030 -0.033 0.075

2.
DFT (ωB97M-V with the def2-TZVPD basis set) results for C34H19BrClN7O3PdSe as an isolated structure.

The geometry in ORCA input format:
```
! RIJCOSX wB97M-V def2-TZVPD def2/J DEFGRID3
* xyz 2 1
Pd -0.53 -0.11 0.55
Cl -2.24 0.67 7.71
C -1.83 0.18 6.13
C -1.73 -1.19 5.82
C -1.45 -1.60 4.55
C -1.27 -0.65 3.49
O -1.09 -1.10 2.30
C -1.31 0.74 3.84
C -1.17 1.76 2.85
N -0.88 1.61 1.61
C -1.03 2.69 0.70
C -0.54 3.95 0.88
C -0.82 4.95 -0.09
C -1.60 4.66 -1.17
C -2.13 3.35 -1.35
C -2.96 2.99 -2.44
C -3.42 1.71 -2.53
C -3.02 0.77 -1.56
N -2.25 1.06 -0.54
C -1.82 2.36 -0.42
C -1.61 1.12 5.15
H -1.88 -1.92 6.61
H -1.36 -2.64 4.29
H -1.44 2.77 3.17
H 0.07 4.19 1.74
H -0.41 5.94 0.04
H -1.82 5.42 -1.91
H -3.22 3.73 -3.19
H -4.06 1.39 -3.33
H -3.39 -0.24 -1.63
H -1.66 2.17 5.42
Se 4.05 -6.18 -0.39
N 2.47 -5.71 -1.04
C 2.16 -4.56 -0.52
C 0.93 -3.84 -0.82
C -0.02 -4.29 -1.74
C -1.16 -3.53 -1.95
C -1.32 -2.34 -1.25
N -0.40 -1.91 -0.39
C 0.71 -2.63 -0.17
C 1.67 -2.08 0.76
N 1.36 -0.89 1.29
C 2.23 -0.25 2.06
C 3.46 -0.81 2.36
C 3.79 -2.05 1.85
C 2.88 -2.71 1.02
C 3.13 -4.00 0.39
N 4.20 -4.71 0.59
H 0.14 -5.22 -2.26
H -1.92 -3.84 -2.65
H -2.20 -1.73 -1.37
H 1.93 0.71 2.44
H 4.15 -0.26 2.99
H 4.75 -2.51 2.05
Br -0.99 2.45 -6.07
C 0.48 1.79 -5.09
C 1.75 1.77 -5.65
N 2.81 1.31 -5.00
C 2.64 0.84 -3.77
C 1.41 0.82 -3.13
C 0.30 1.32 -3.80
C 1.30 0.24 -1.76
O 2.07 -0.62 -1.38
O 0.33 0.79 -1.04
H 1.91 2.14 -6.66
H 3.53 0.46 -3.26
H -0.67 1.32 -3.34
*
```

Summary:
E ... -203515.414 eV
Kohn-Sham gap (spin up / spin down) ... 4.164 / 4.162 eV
HOMO level (spin up / spin down) ... -13.15 / -13.15 eV
LUMO (spin up / spin down) ... -8.99 / -8.99 eV
Relative energy (zero: lowest compared OMol25 entry of this formula, charge and spin) ... 39.9 kcal per mole

Here are the Löwdin charges for atoms 1 to 8, given in e: 1.384 0.750 -0.675 -0.051 0.016 -0.321 -0.118 -0.136

3.
DFT (ωB97M-V with the def2-TZVPD basis set) results for C34H20Br2F4N2OPPt as an isolated structure.

The geometry in ORCA input format:
```
! RIJCOSX wB97M-V def2-TZVPD def2/J DEFGRID3
* xyz 1 1
Pt 0.91 -0.42 -0.63
Br -0.04 -7.76 -0.16
C -0.10 -5.89 -0.44
C -1.27 -5.29 -0.94
C -1.32 -3.94 -1.13
C -0.22 -3.10 -0.85
O -0.38 -1.83 -1.11
C 0.97 -3.71 -0.36
C 2.16 -3.03 0.00
N 2.36 -1.75 -0.04
C 3.52 -1.12 0.46
C 4.56 -1.71 1.14
C 5.68 -0.95 1.52
C 5.78 0.37 1.20
C 4.73 1.01 0.51
C 4.78 2.35 0.06
C 3.74 2.86 -0.67
C 2.60 2.06 -0.88
N 2.49 0.84 -0.41
C 3.57 0.26 0.21
C 0.99 -5.12 -0.16
H -2.13 -5.91 -1.16
H -2.21 -3.47 -1.52
H 2.96 -3.66 0.38
H 4.53 -2.76 1.39
H 6.48 -1.44 2.05
H 6.67 0.94 1.45
H 5.66 2.94 0.26
H 3.77 3.86 -1.07
H 1.75 2.44 -1.43
H 1.89 -5.58 0.21
F -3.91 3.68 -4.70
C -3.27 3.05 -3.73
C -3.78 3.04 -2.45
F -4.92 3.66 -2.18
C -3.10 2.37 -1.45
F -3.66 2.38 -0.24
C -1.89 1.71 -1.67
P -1.04 0.90 -0.25
C -2.25 -0.30 0.37
C -2.02 -0.82 1.64
C -2.84 -1.81 2.14
C -3.89 -2.30 1.38
C -4.11 -1.79 0.10
C -3.28 -0.80 -0.41
C -0.95 2.18 1.04
C 0.18 3.00 1.12
C 0.28 3.98 2.09
C -0.75 4.16 3.00
C -1.87 3.34 2.94
C -1.97 2.36 1.97
C -1.41 1.71 -2.99
Br 0.13 0.78 -3.53
C -2.09 2.37 -3.99
F -1.63 2.38 -5.24
H -1.20 -0.44 2.24
H -2.66 -2.21 3.14
H -4.54 -3.07 1.77
H -4.93 -2.17 -0.50
H -3.45 -0.42 -1.41
H 0.99 2.86 0.43
H 1.16 4.61 2.13
H -0.68 4.92 3.76
H -2.68 3.47 3.65
H -2.85 1.74 1.94
*
```

Summary:
E ... -204096.394 eV
Kohn-Sham gap ... 6.680 eV
HOMO level ... -10.49 eV
LUMO ... -3.81 eV
Relative energy (zero: lowest compared OMol25 entry of this formula, charge and spin) ... 14.7 kcal per mole

Here are the Löwdin charges for atoms 1 to 8, given in e: 1.014 0.764 -0.692 -0.085 0.007 -0.312 -0.286 -0.123

4.
DFT (ωB97M-V with the def2-TZVPD basis set) results for C34H20ClN4OSTa as an isolated structure.

The geometry in ORCA input format:
```
! RIJCOSX wB97M-V def2-TZVPD def2/J DEFGRID3
* xyz 2 1
Ta 0.00 0.07 -0.16
Cl 6.86 -2.79 -0.59
C 5.28 -2.15 -0.73
C 4.57 -2.29 -1.92
C 3.29 -1.78 -2.06
C 2.73 -1.13 -0.98
O 1.47 -0.61 -1.06
C 3.41 -0.97 0.21
C 2.83 -0.26 1.31
N 1.63 0.23 1.41
C 1.30 0.92 2.63
C 2.01 0.92 3.80
C 1.57 1.67 4.91
C 0.41 2.40 4.84
C -0.36 2.38 3.65
C -1.58 3.08 3.52
C -2.28 2.99 2.35
C -1.78 2.21 1.31
N -0.63 1.55 1.39
C 0.10 1.64 2.56
C 4.71 -1.48 0.34
H 5.04 -2.81 -2.75
H 2.74 -1.88 -2.99
H 3.51 -0.09 2.14
H 2.92 0.35 3.91
H 2.15 1.66 5.82
H 0.07 2.98 5.69
H -1.95 3.67 4.35
H -3.22 3.51 2.21
H -2.32 2.11 0.38
H 5.26 -1.36 1.26
S -2.28 -3.53 1.54
C -1.76 -2.61 2.89
C -1.09 -1.49 2.52
C -1.01 -1.34 1.09
C -1.63 -2.40 0.46
C -1.66 -2.46 -0.99
C -2.23 -3.45 -1.76
C -2.15 -3.35 -3.14
C -1.51 -2.26 -3.72
C -0.96 -1.31 -2.88
N -1.03 -1.40 -1.55
H -1.97 -2.96 3.89
H -0.69 -0.79 3.24
H -2.73 -4.28 -1.29
H -2.60 -4.11 -3.77
H -1.43 -2.15 -4.79
H -0.46 -0.43 -3.28
N -3.51 6.61 -6.96
C -3.13 5.87 -6.17
C -2.66 4.94 -5.17
C -1.31 4.59 -5.14
C -0.86 3.70 -4.19
C -1.76 3.15 -3.27
C -3.11 3.49 -3.31
C -3.56 4.39 -4.26
C -1.29 2.22 -2.29
C -0.92 1.41 -1.45
H -0.63 5.03 -5.85
H 0.19 3.43 -4.15
H -3.80 3.05 -2.61
H -4.61 4.66 -4.31
*
```

Summary:
E ... -68486.850 eV
Kohn-Sham gap ... 6.519 eV
HOMO level ... -13.82 eV
LUMO ... -7.30 eV

Here are the Löwdin charges for atoms 1 to 8, given in e: 1.853 0.755 -0.644 -0.033 0.034 -0.253 -0.234 -0.129

Number 1: strongest force on any atom 3.78 eV/A. Number 2: strongest force on any atom 2.43 eV/A. Number 3: strongest force on any atom 0.83 eV/A. Number 4: strongest force on any atom 1.36 eV/A.